Entry from the Open Molecules 2025 dataset: 13 unconnected molecules or ions with the total composition C68H137F15O34 (wB97M-V/def2-TZVPD).

Geometry as XYZ:
```
254
C68H137F15O34 | the Open Molecules 2025 dataset | wB97M-V/def2-TZVPD
C 0.93614 5.76308 0.60851
C 1.92609 6.42964 1.60478
O 2.82732 7.20785 0.87855
C 3.90500 6.66057 0.49726
O 4.16505 5.50398 0.53876
C 4.81428 7.72716 -0.20858
F 6.07388 7.24684 -0.23226
F 4.38641 7.96156 -1.46403
F 4.85862 8.94778 0.40418
H 0.36756 5.03248 1.20905
H 1.52936 5.16555 -0.12680
H 0.33806 6.54673 0.16168
H 2.54050 5.60804 2.14803
H 1.40119 7.15503 2.28624
C 6.40526 -5.96042 -2.59870
C 7.34036 -5.11523 -1.76163
O 7.35602 -3.68156 -2.08806
C 6.34754 -2.95747 -1.68318
O 5.40674 -3.17689 -0.96687
C 6.64837 -1.51412 -2.21892
F 6.55454 -1.51709 -3.56793
F 5.78476 -0.57822 -1.77165
F 7.86091 -1.06038 -1.85883
H 6.62113 -5.86020 -3.66967
H 5.38739 -5.72016 -2.35812
H 6.60465 -6.96970 -2.20525
H 8.41696 -5.29484 -1.96373
H 7.13196 -5.21197 -0.70510
C 3.49257 -5.39204 1.18218
C 2.28189 -4.68614 0.59638
O 1.91738 -5.24665 -0.71832
C 1.77400 -6.54133 -0.77654
O 1.61663 -7.33666 0.13020
C 1.54239 -6.92298 -2.25501
F 0.26838 -6.66990 -2.57441
F 2.28044 -6.21738 -3.12450
F 1.72954 -8.22277 -2.55122
H 3.88572 -4.74531 1.95740
H 4.22924 -5.41333 0.38196
H 3.31162 -6.35573 1.60329
H 2.62018 -3.70905 0.33263
H 1.36493 -4.56859 1.14125
C -1.26736 -3.46736 3.39550
C -2.11324 -2.78573 4.48330
O -2.38731 -1.45053 4.04613
C -1.68439 -0.48823 4.59607
O -0.79389 -0.54046 5.41615
C -2.16992 0.90414 4.06420
F -3.15310 0.79734 3.19703
F -2.55404 1.74405 5.02317
F -1.08399 1.42489 3.35666
H -1.59561 -3.19981 2.43203
H -1.43180 -4.55078 3.33652
H -0.24240 -3.25391 3.51555
H -1.43295 -2.65586 5.27596
H -3.02232 -3.25678 4.77480
C 2.47328 2.28976 0.03205
C 2.61273 1.16138 -0.88404
O 1.95122 -0.08775 -0.54077
C 0.64162 -0.15992 -0.56041
O -0.11432 0.65410 -1.00128
C 0.17647 -1.42000 0.14021
F 0.60702 -2.57408 -0.46151
F 0.66014 -1.33028 1.34886
F -1.20980 -1.48739 0.24675
H 1.44569 2.45269 0.16983
H 2.94534 3.11920 -0.48000
H 2.96114 2.20025 1.00536
H 3.67990 0.88308 -0.92577
H 2.27355 1.45738 -1.86833
C 2.03087 -2.56592 5.81919
O 2.52392 -2.33357 4.55035
C 3.11007 -1.10111 4.19146
C 3.90859 -1.37516 2.89659
O 4.74031 -0.28230 2.57111
C 5.37848 -0.38261 1.32491
C 6.30502 0.78363 1.06986
O 5.59359 1.93938 0.92034
C 6.46512 2.95761 0.39100
H 2.16632 -3.60756 6.00042
H 0.96356 -2.36087 5.95883
H 2.55851 -1.92996 6.51947
H 3.72650 -0.79179 5.02629
H 2.35068 -0.27479 4.00735
H 3.17391 -1.62443 2.12170
H 4.60978 -2.20533 3.08863
H 4.68009 -0.64339 0.54180
H 6.07265 -1.26138 1.25603
H 6.88145 0.59101 0.19915
H 6.99043 0.83727 1.92763
H 7.24931 3.14329 1.09952
H 5.86908 3.82258 0.33632
H 6.80177 2.67515 -0.60801
C -8.51462 6.17115 0.31225
O -7.21340 6.62747 0.59921
C -6.29399 5.59787 0.72351
C -5.04630 6.21402 1.24848
O -4.12690 5.13251 1.25136
C -2.87861 5.43437 0.71284
C -2.34172 4.11101 0.17156
O -3.06306 3.69970 -0.93816
C -3.00999 2.26970 -1.16424
H -8.61776 5.79406 -0.76161
H -9.24365 6.92088 0.65402
H -8.76710 5.22991 0.88224
H -6.01370 5.02683 -0.26310
H -6.69917 4.84692 1.46190
H -5.20550 6.67654 2.24915
H -4.75131 6.97400 0.55257
H -2.08863 5.79268 1.44974
H -2.90513 6.15327 -0.07237
H -2.35184 3.36761 0.96683
H -1.23065 4.29163 -0.16451
H -3.54106 1.97378 -2.04572
H -3.51846 1.80942 -0.30342
H -2.00433 1.76035 -1.20495
C 5.86417 2.05752 5.79662
O 4.92637 2.94451 5.33646
C 4.88036 2.93431 3.87544
C 3.95222 3.97495 3.40913
O 4.33817 5.32338 3.34700
C 4.43188 6.00718 4.59410
C 4.70145 7.43640 4.35095
O 4.91577 8.10143 5.58550
C 3.91926 8.89045 6.22434
H 5.60363 1.82290 6.82757
H 6.90982 2.52293 5.85482
H 5.94062 1.14642 5.27648
H 4.53449 1.97579 3.46859
H 5.88245 3.04269 3.44850
H 3.05011 3.96853 4.03614
H 3.56503 3.55143 2.46968
H 5.19223 5.60981 5.25365
H 3.43934 5.99575 4.99556
H 3.96897 7.92438 3.76748
H 5.60524 7.52107 3.80258
H 3.22572 9.27072 5.43495
H 4.53644 9.73883 6.61305
H 3.39003 8.40831 7.08410
C -0.12697 3.11843 -2.84367
O 1.24088 3.42799 -2.61380
C 1.62000 4.55357 -3.40832
C 3.02104 4.95133 -2.99187
O 4.00776 4.06793 -3.48389
C 5.31131 4.48038 -3.00402
C 6.42624 3.48923 -3.38059
O 6.52444 3.43610 -4.80144
C 6.80585 2.15547 -5.30450
H -0.28371 2.97453 -3.91222
H -0.75763 3.84087 -2.41964
H -0.34773 2.18016 -2.39283
H 0.96492 5.39908 -3.27403
H 1.49837 4.36902 -4.46696
H 2.98296 4.97593 -1.92227
H 3.29541 5.93379 -3.43452
H 5.27819 4.62274 -1.86287
H 5.60554 5.50098 -3.38612
H 6.25364 2.48962 -2.88890
H 7.37545 3.79449 -2.96097
H 7.08984 2.30597 -6.31781
H 5.92244 1.50241 -5.30063
H 7.70076 1.69431 -4.85796
C -2.05688 -6.17559 0.09767
O -2.40116 -6.19729 1.45328
C -2.26189 -7.45080 2.07051
C -2.94964 -7.35415 3.36264
O -4.28654 -7.18242 3.07288
C -5.10493 -6.97763 4.15577
C -6.57976 -7.16368 3.83162
O -6.73949 -8.46956 3.22422
C -8.03436 -8.60534 2.74678
H -2.15088 -5.05939 -0.17662
H -2.71036 -6.73456 -0.54613
H -1.02247 -6.46500 -0.11175
H -1.23867 -7.64774 2.22872
H -2.80173 -8.20822 1.44303
H -2.59073 -6.43435 3.90454
H -2.83893 -8.29179 3.85952
H -4.92257 -6.03964 4.64614
H -4.99677 -7.71891 4.93761
H -6.86934 -6.49394 2.96796
H -7.18021 -6.99442 4.65935
H -8.66453 -8.39372 3.57902
H -8.32694 -9.64297 2.32763
H -8.22795 -7.91659 1.92454
C -3.05966 -0.14186 -4.47796
O -2.69472 -1.50676 -4.46728
C -2.99131 -1.95320 -3.17587
C -2.98477 -3.45463 -3.18390
O -4.20406 -4.07312 -3.66192
C -5.43809 -3.81718 -3.00076
C -5.38771 -4.18846 -1.46344
O -5.27443 -5.51549 -1.03070
C -6.42918 -6.34391 -1.25616
H -4.09266 -0.00655 -4.38331
H -2.66702 0.23732 -5.43216
H -2.65904 0.35780 -3.62179
H -3.96010 -1.61681 -2.85672
H -2.21258 -1.57625 -2.48276
H -2.78815 -3.86478 -2.15063
H -2.12481 -3.68033 -3.84633
H -6.20816 -4.41621 -3.52864
H -5.66392 -2.75381 -3.15903
H -6.33411 -3.85563 -1.10303
H -4.63346 -3.55440 -0.95367
H -6.89442 -6.58850 -0.30118
H -6.14231 -7.23556 -1.77287
H -7.15306 -5.82803 -1.86119
C -5.09878 -3.37592 1.43221
O -4.17022 -2.51942 0.83316
C -4.42351 -1.10803 1.01211
C -5.59073 -0.71495 0.12823
O -6.85809 -0.85618 0.74885
C -7.87951 -0.23704 -0.03578
C -9.12121 -0.05704 0.75096
O -10.10934 0.71660 0.18280
C -11.21176 0.80370 1.02799
H -4.99444 -4.42027 1.24134
H -6.14740 -3.16411 1.02383
H -5.20160 -3.25317 2.46453
H -3.45957 -0.70048 0.61493
H -4.65962 -0.86160 2.02580
H -5.62544 -1.38390 -0.74116
H -5.43268 0.31715 -0.16562
H -8.07044 -0.82812 -0.92131
H -7.48277 0.68073 -0.46215
H -8.82864 0.27450 1.82041
H -9.57068 -1.08090 1.01526
H -11.70363 -0.15930 1.21770
H -11.88659 1.57883 0.59640
H -10.95133 1.11116 2.07797
C 0.27728 1.73051 -9.74193
O -0.11539 2.15369 -8.48962
C 0.97585 2.17717 -7.53639
C 0.55484 2.29064 -6.12271
O 0.16098 0.99321 -5.57039
C 1.14938 0.42167 -4.78689
C 0.92691 -1.09203 -4.50846
O 1.78205 -1.39992 -3.39486
C 2.06011 -2.74956 -3.21658
H 0.83473 2.55853 -10.20310
H -0.57871 1.35537 -10.34417
H 0.97381 0.86581 -9.58169
H 1.61730 3.00941 -7.83418
H 1.52070 1.20069 -7.62213
H -0.21067 2.97740 -6.01418
H 1.39138 2.57408 -5.46152
H 1.16477 0.94905 -3.82745
H 2.13810 0.60185 -5.26703
H 1.23406 -1.61669 -5.44100
H -0.14143 -1.36439 -4.39291
H 2.97268 -2.81610 -2.58065
H 2.25183 -3.32843 -4.11645
H 1.16341 -3.26916 -2.81921
```

Values from the calculation:
energy relative to the best compared isomer or geometry (same formula, charge and spin): 0.191 eV
energy: -6728.73752 a.u.
multiplicity: 1

Atom charges from the Mulliken analysis, given in e for atoms 1 to 99:
1. C -0.213
2. C -0.089
3. O -0.297
4. C 0.324
5. O -0.271
6. C 0.728
7. F -0.233
8. F -0.246
9. F -0.260
10. H 0.163
11. H -0.442
12. H 0.538
13. H -0.149
14. H 0.371
15. C -0.668
16. C -0.397
17. O -0.301
18. C -0.012
19. O -0.259
20. C 1.046
21. F -0.277
22. F -0.185
23. F -0.300
24. H 0.339
25. H -0.023
26. H 0.368
27. H 0.336
28. H 0.320
29. C -1.334
30. C 0.096
31. O 0.533
32. C 0.082
33. O -0.565
34. C 0.697
35. F -0.211
36. F -0.227
37. F -0.292
38. H 0.363
39. H 0.238
40. H 0.475
41. H -0.302
42. H 0.406
43. C 0.215
44. C -0.860
45. O -0.176
46. C 0.282
47. O -0.579
48. C 0.857
49. F -0.183
50. F -0.271
51. F -0.129
52. H -0.220
53. H -0.064
54. H 0.181
55. H 0.505
56. H 0.361
57. C 0.759
58. C 1.056
59. O 0.103
60. C -0.606
61. O -0.349
62. C 0.288
63. F -0.038
64. F -0.048
65. F 0.167
66. H 0.591
67. H -0.367
68. H -0.891
69. H -0.428
70. H -0.948
71. C -0.725
72. O -0.205
73. C -0.591
74. C 0.076
75. O -0.199
76. C 0.211
77. C -1.430
78. O 0.783
79. C -0.314
80. H 0.289
81. H 0.133
82. H 0.379
83. H 0.546
84. H 0.162
85. H -0.117
86. H 0.211
87. H -0.226
88. H 0.296
89. H 0.578
90. H 0.325
91. H 0.368
92. H -0.363
93. H 0.149
94. C -0.649
95. O -0.341
96. C -0.118
97. C -0.548
98. O -0.198
99. C -0.985